Record 1
DFT (the ωB97M-V functional and the def2-TZVPD basis) results for an isolated ion of composition C3H8ClN2O and charge +1 in a non-equilibrium geometry.

Geometry (Å):
C (0.37557, -0.84644, -1.15819)
C (-0.06173, -0.07379, 0.19250)
N (0.11102, -0.83848, 1.31322)
N (0.81262, 1.16680, 0.12508)
C (-1.52773, 0.49181, -0.04104)
O (-1.64312, 1.71689, -0.00657)
Cl (-2.68465, -0.67708, -0.21257)
H (1.40054, -1.15519, -1.07103)
H (-0.39226, -1.66678, -1.27170)
H (0.41193, 0.00034, -1.96903)
H (0.77276, -1.61802, 1.41517)
H (-0.25430, -0.50981, 2.16683)
H (1.29326, 0.98049, -0.71561)
H (1.35447, 1.18380, 1.03561)
H (0.03160, 1.84546, 0.19731)

Calculated values
* net charge: +1
* energy above the lowest of the compared OMol25 structures with the same formula, charge and spin: 15.3 kcal per mole
* HOMO energy: -14.86 eV
* SMILES: C[C@@](N)([NH3+])C(=O)Cl
* gap between HOMO and LUMO: 10.84 eV

Results of the Löwdin charge analysis, in e, for atoms 1 through 6:
1. C 0.01
2. C -0.57
3. N 0.12
4. N 0.23
5. C -0.77
6. O 0.06

=====

Record 2
DFT (the ωB97M-V functional and the def2-TZVPD basis) results for C3H8ClNO in the gas phase in a non-equilibrium geometry.

Geometry (Å):
C (1.20110, 0.56837, -0.90560)
N (0.19289, 0.47646, 0.14634)
C (0.57664, -0.21420, 1.37636)
C (-1.00738, 0.14518, -0.34719)
O (-1.38168, -1.49743, -0.16124)
Cl (-2.33367, 0.94209, 0.54314)
H (1.20381, 1.51950, -1.59781)
H (2.16003, 0.71792, -0.39276)
H (1.03533, -0.29439, -1.55297)
H (1.37446, 0.31635, 1.78242)
H (-0.35636, -0.20014, 2.00101)
H (0.68376, -1.27539, 1.15805)
H (-1.12131, 0.43050, -1.38746)
H (-2.22764, -1.63483, -0.66228)

Calculated values
* net charge: 0
* energy above the lowest of the compared OMol25 structures with the same formula, charge and spin: 51.9 kcal per mole
* HOMO energy: -9.29 eV
* SMILES: CN(C)[C@@H](O)Cl
* gap between HOMO and LUMO: 10.11 eV

Results of the Löwdin charge analysis, in e, for atoms 1 through 6:
1. C -0.07
2. N -0.31
3. C -0.06
4. C -0.70
5. O -0.18
6. Cl 0.62

=====

Record 3
DFT (the ωB97M-V functional and the def2-TZVPD basis) results for C3H8ClOPS as an isolated structure in a non-equilibrium geometry.

Geometry (Å):
C (0.01942, -0.40447, -1.42034)
C (1.42017, -0.72727, 0.62641)
C (0.54606, 0.26270, -0.15658)
O (-1.71033, 1.82716, -0.46885)
P (-0.86285, 0.37229, 0.97564)
S (-2.16578, -0.96110, 1.41038)
Cl (-0.13113, 1.37799, 2.44495)
H (0.57869, -1.30452, -1.62168)
H (-1.08833, -0.62403, -1.11431)
H (0.04409, 0.16130, -2.30997)
H (1.94691, -0.29104, 1.44072)
H (2.26586, -0.91213, -0.06779)
H (0.79116, -1.55370, 1.00359)
H (0.98953, 1.18754, -0.38762)
H (-2.64345, 1.58927, -0.35455)

Calculated values
* net charge: 0
* energy above the lowest of the compared OMol25 structures with the same formula, charge and spin: 54.3 kcal per mole
* HOMO energy: -9.69 eV
* gap between HOMO and LUMO: 9.54 eV

Results of the Löwdin charge analysis, in e, for atoms 1 through 6:
1. C -0.12
2. C -0.16
3. C -0.59
4. O -0.34
5. P 0.03
6. S 0.28

=====

Record 4
DFT (the ωB97M-V functional and the def2-TZVPD basis) results for a 2-piece molecular cluster, C3H8ClP overall in a non-equilibrium geometry.

Geometry (Å):
C (0.74681, 1.44843, 0.71474)
C (-1.60072, -0.98740, -0.16944)
C (1.05866, 0.11342, -0.04424)
P (0.11219, -1.30072, 0.50644)
Cl (2.73789, -0.08436, -0.33118)
H (-0.36714, 1.50908, 0.86806)
H (1.23090, 1.55617, 1.67754)
H (1.07704, 2.27268, 0.08875)
H (-2.45057, -0.84655, 0.64657)
H (-1.95585, -1.92121, -0.63077)
H (-1.47022, -0.15455, -0.88181)
H (0.17139, 0.23670, -1.80108)
H (0.70959, -1.84169, -0.64358)

Calculated values
* net charge: 0
* energy above the lowest of the compared OMol25 structures with the same formula, charge and spin: 87.8 kcal per mole
* HOMO energy: -8.52 eV
* gap between HOMO and LUMO: 8.26 eV

Results of the Löwdin charge analysis, in e, for atoms 1 through 6:
1. C -0.21
2. C -0.38
3. C -1.12
4. P 0.77
5. Cl 0.59
6. H 0.08